{
  "formula": "C37H46BBr5CsF7MgN5O9SV",
  "method": "ωB97M-V with the def2-TZVPD basis set",
  "symbols": ["Cs", "Br", "Br", "Br", "Br", "Br", "V", "S", "Mg", "F", "F", "F", "F", "F", "F", "F", "O", "O", "O", "O", "O", "O", "O", "O", "O", "N", "N", "N", "N", "N", "C", "C", "C", "C", "C", "C", "C", "C", "C", "C", "C", "C", "C", "C", "C", "C", "C", "C", "C", "C", "C", "C", "C", "C", "C", "C", "C", "C", "C", "C", "C", "C", "C", "C", "C", "C", "C", "B", "H", "H", "H", "H", "H", "H", "H", "H", "H", "H", "H", "H", "H", "H", "H", "H", "H", "H", "H", "H", "H", "H", "H", "H", "H", "H", "H", "H", "H", "H", "H", "H", "H", "H", "H", "H", "H", "H", "H", "H", "H", "H", "H", "H", "H", "H"],
  "coordinates": [[9.098, -3.727, -2.079], [-3.092, 1.999, -3.374], [7.865, 1.083, -0.104], [-1.243, 2.191, 3.123], [-2.721, 5.113, -1.801], [-3.950, 3.816, -0.104], [10.097, 1.513, -1.431], [-2.026, -0.108, -6.685], [-2.683, -4.756, -2.769], [3.513, -1.556, -1.889], [-7.542, -4.276, 4.051], [8.744, -1.400, 1.107], [-8.614, -2.619, 3.176], [8.392, -1.974, -1.036], [6.645, -3.222, 1.646], [-7.833, -2.453, 5.176], [4.776, 0.886, 3.865], [2.637, 0.753, -4.626], [6.301, 5.872, 4.788], [-9.807, -3.993, 6.306], [10.830, 2.412, -0.214], [-10.231, -4.852, 4.209], [9.629, 0.581, -2.766], [-2.947, -1.363, -4.373], [-5.245, -1.208, 0.224], [-0.219, 2.714, -0.873], [-3.380, -3.350, -5.139], [-2.894, -2.595, -6.149], [4.281, 2.447, -3.963], [-5.115, -3.050, 1.498], [0.864, 1.851, 1.001], [0.741, 2.350, -1.743], [5.179, -0.467, 0.579], [-3.407, -2.573, -4.095], [-0.344, 0.291, -6.102], [6.345, 2.592, 3.436], [-8.438, -3.311, 4.323], [4.905, 2.171, -5.249], [6.672, -2.342, 0.622], [-7.681, -5.090, 6.961], [5.131, 2.028, 4.076], [-2.627, -1.407, -5.698], [-7.040, -2.778, 0.010], [5.418, -1.864, -0.005], [-0.281, 1.661, -5.380], [3.001, 0.739, 0.746], [4.022, 0.287, -0.045], [5.955, 4.731, 4.575], [-9.812, -3.815, 4.873], [-0.176, 1.456, -3.867], [1.926, 1.418, 0.157], [-0.207, 2.477, 0.459], [-9.200, -5.145, 6.853], [-2.760, 2.367, 0.658], [-5.736, -2.278, 0.578], [2.960, 1.268, -2.070], [3.973, 0.575, -1.457], [1.865, 1.684, -1.243], [-5.547, -4.334, 2.030], [4.359, 2.912, 4.984], [4.740, 4.165, 5.215], [3.814, 3.822, -3.876], [6.726, 3.846, 3.667], [-1.417, 2.907, 1.330], [-3.684, 1.547, 1.538], [0.395, 2.700, -3.152], [7.885, -1.910, 0.240], [3.235, 1.469, -3.608], [-3.264, 0.578, 1.796], [6.898, 1.933, 2.777], [0.962, 1.650, 2.056], [-7.350, -4.104, 7.289], [-4.781, -5.083, 1.817], [0.415, 0.586, -3.576], [-4.570, 1.313, 0.933], [-1.513, 3.989, 1.421], [-9.596, -5.205, 7.870], [-7.411, -2.054, -0.708], [-4.061, 2.083, 2.409], [-0.064, -0.480, -5.381], [-7.202, -5.309, 6.010], [4.404, 2.657, -6.104], [0.584, 2.232, -5.744], [3.282, 4.031, -2.946], [4.634, -2.592, 0.191], [6.175, 0.040, 0.309], [-7.330, -5.841, 7.673], [-1.232, 1.334, -3.399], [-4.252, -2.658, 1.838], [-7.780, -2.895, 0.803], [-6.487, -4.650, 1.594], [7.608, 4.275, 3.210], [4.818, 0.229, -2.036], [0.387, 0.211, -6.907], [2.343, 1.317, -5.347], [3.208, 4.133, -4.746], [5.926, 2.575, -5.242], [-5.662, -4.244, 3.102], [1.183, 3.203, -3.715], [3.477, 2.480, 5.440], [4.191, 4.827, 5.873], [4.983, -0.589, 1.645], [5.554, -1.828, -1.088], [4.691, 4.483, -3.895], [4.993, 1.109, -5.467], [-1.025, 3.200, -1.238], [3.041, 0.534, 1.810], [-1.163, 2.267, -5.597], [-6.893, -3.732, -0.499], [-10.430, -2.890, 4.786], [-0.452, 3.401, -3.148], [-3.767, -2.811, -3.105], [-2.475, 1.728, -0.180], [-9.532, -6.053, 6.342]],
  "gap_ev": 0.700,
  "total_charge": 0,
  "lumo_energy_ev": -4.999
}

{
  "formula": "C5H12N2O3",
  "method": "ωB97M-V with the def2-TZVPD basis set",
  "symbols": ["O", "O", "O", "N", "N", "C", "C", "C", "C", "C", "H", "H", "H", "H", "H", "H", "H", "H", "H", "H", "H", "H"],
  "coordinates": [[-2.051, 1.579, 0.835], [-1.744, -1.088, 1.424], [-2.029, 1.264, -1.341], [0.563, 1.280, 1.300], [-1.669, -1.573, -0.885], [0.816, 0.596, 0.196], [-1.935, 0.729, -0.203], [0.943, 1.391, -1.145], [1.563, -0.672, 0.291], [-1.780, -0.645, 0.103], [2.455, -0.782, -0.271], [-2.339, -1.888, 1.451], [1.999, -0.989, 1.209], [0.450, 0.855, 2.188], [1.030, -1.599, 0.017], [0.016, 1.299, -1.635], [-1.893, -1.155, -1.842], [-1.556, -2.487, -0.772], [-0.292, 1.974, 1.270], [1.621, 0.826, -1.792], [-2.096, 1.239, 1.725], [1.284, 2.478, -0.918]],
  "gap_ev": [6.010, 6.819],
  "total_charge": 0,
  "lumo_energy_ev": [0.274, 0.375]
}

{
  "formula": "C23H25N3O4S2",
  "method": "ωB97M-V with the def2-TZVPD basis set",
  "symbols": ["S", "S", "O", "O", "O", "O", "N", "N", "N", "C", "C", "C", "C", "C", "C", "C", "C", "C", "C", "C", "C", "C", "C", "C", "C", "C", "C", "C", "C", "C", "C", "C", "H", "H", "H", "H", "H", "H", "H", "H", "H", "H", "H", "H", "H", "H", "H", "H", "H", "H", "H", "H", "H", "H", "H", "H", "H"],
  "coordinates": [[-5.567, 0.566, -0.647], [0.720, -0.114, 1.916], [-6.471, 0.663, -1.756], [-0.398, 1.686, -0.477], [-6.125, 0.711, 0.673], [4.178, -1.121, -1.458], [2.574, -0.534, 0.044], [-2.279, 0.954, 0.527], [2.491, 1.599, 1.024], [5.104, 3.715, -0.377], [0.071, -3.036, -0.983], [-0.992, 1.390, 0.546], [4.204, 1.101, -0.606], [-4.602, -0.984, -0.740], [1.906, -4.180, 0.086], [0.672, -4.206, -0.549], [3.710, -0.264, -0.742], [3.554, 1.998, 0.261], [2.528, -2.954, 0.291], [-2.689, -0.771, 2.283], [-2.912, 0.894, -0.784], [5.751, 2.826, -1.234], [-4.175, 1.732, -0.879], [-3.245, -0.543, -1.248], [5.305, 1.529, -1.350], [2.577, -5.439, 0.542], [0.692, -1.818, -0.788], [1.921, -1.789, -0.140], [4.018, 3.313, 0.365], [-3.045, 0.602, 1.711], [-0.254, 1.433, 1.867], [2.059, 0.405, 0.879], [5.461, 4.731, -0.296], [-2.899, 1.366, 2.480], [-4.102, 0.621, 1.448], [1.947, -6.306, 0.360], [-4.237, 2.508, -0.123], [3.508, 3.989, 1.033], [-2.147, 1.296, -1.461], [-1.680, -0.791, 2.687], [-0.869, 1.466, 2.758], [2.803, -5.385, 1.605], [3.517, -5.573, 0.008], [-0.881, -3.081, -1.492], [0.248, -0.895, -1.132], [0.178, -5.152, -0.715], [3.491, -2.907, 0.775], [-4.585, -1.410, 0.257], [-5.116, -1.650, -1.424], [-3.386, -1.015, 3.080], [-3.257, -0.538, -2.339], [-2.452, -1.216, -0.921], [-4.304, 2.158, -1.868], [5.783, 0.819, -2.008], [0.476, 2.242, 1.853], [-2.750, -1.543, 1.521], [6.603, 3.158, -1.808]],
  "gap_ev": 8.766,
  "smiles": "CCN(C(=O)CSc1nc2ccccc2c(=O)n1-c1cccc(C)c1)[C@H]1CCS(=O)(=O)C1",
  "total_charge": 0,
  "lumo_energy_ev": 0.362
}

{
  "formula": "C17H15F3N2O",
  "method": "ωB97M-V with the def2-TZVPD basis set",
  "symbols": ["F", "F", "F", "O", "N", "N", "C", "C", "C", "C", "C", "C", "C", "C", "C", "C", "C", "C", "C", "C", "C", "C", "C", "H", "H", "H", "H", "H", "H", "H", "H", "H", "H", "H", "H", "H", "H", "H"],
  "coordinates": [[3.031, 4.137, -3.396], [2.991, 4.118, -1.192], [3.500, 2.286, -2.301], [0.969, 1.849, -2.439], [0.386, 3.990, -2.257], [-0.022, -2.282, 1.376], [0.131, 1.400, 1.951], [-0.997, 0.079, 0.239], [-2.136, -1.185, -1.496], [1.410, 0.298, 3.640], [0.582, -3.481, 1.969], [0.923, 1.466, 3.066], [2.755, 3.403, -2.305], [-1.993, -3.566, -1.531], [1.105, -0.934, 3.101], [-1.198, -3.557, -0.402], [-0.840, -2.358, 0.226], [-1.328, -1.147, -0.343], [0.299, -1.044, 1.964], [-0.197, 0.154, 1.379], [-0.951, 3.689, -2.292], [1.287, 3.015, -2.338], [-2.462, -2.378, -2.079], [1.668, -3.401, 1.929], [1.168, 2.424, 3.493], [-2.486, -0.255, -1.910], [-0.853, -4.494, -0.007], [-1.167, 3.110, -3.192], [2.036, 0.361, 4.515], [-2.251, -4.501, -2.001], [0.272, -3.577, 3.010], [-0.247, 2.297, 1.492], [1.500, -1.823, 3.561], [-3.080, -2.393, -2.963], [-1.359, 0.987, -0.207], [-1.210, 3.095, -1.415], [-1.531, 4.613, -2.297], [0.297, -4.392, 1.453]],
  "gap_ev": 3.256,
  "total_charge": 0,
  "lumo_energy_ev": -2.604
}

Please write out number 2 again, unchanged.
{
  "formula": "C5H12N2O3",
  "method": "ωB97M-V with the def2-TZVPD basis set",
  "symbols": ["O", "O", "O", "N", "N", "C", "C", "C", "C", "C", "H", "H", "H", "H", "H", "H", "H", "H", "H", "H", "H", "H"],
  "coordinates": [[-2.051, 1.579, 0.835], [-1.744, -1.088, 1.424], [-2.029, 1.264, -1.341], [0.563, 1.280, 1.300], [-1.669, -1.573, -0.885], [0.816, 0.596, 0.196], [-1.935, 0.729, -0.203], [0.943, 1.391, -1.145], [1.563, -0.672, 0.291], [-1.780, -0.645, 0.103], [2.455, -0.782, -0.271], [-2.339, -1.888, 1.451], [1.999, -0.989, 1.209], [0.450, 0.855, 2.188], [1.030, -1.599, 0.017], [0.016, 1.299, -1.635], [-1.893, -1.155, -1.842], [-1.556, -2.487, -0.772], [-0.292, 1.974, 1.270], [1.621, 0.826, -1.792], [-2.096, 1.239, 1.725], [1.284, 2.478, -0.918]],
  "gap_ev": [6.010, 6.819],
  "total_charge": 0,
  "lumo_energy_ev": [0.274, 0.375]
}